Density functional theory data (ωB97M-V/def2-TZVPD) for a molecular structure, C23H28N4O2Re.

Structure (ORCA input):
```
! wB97M-V def2-TZVPD RIJCOSX def2/J DEFGRID3
* xyz 2 4
H 3.0059 0.9922 -0.3562
H 2.5923 -3.6582 2.7708
N 0.2185 2.1766 1.0835
H -1.2000 3.6350 1.6376
H -2.3346 0.8146 1.8250
H 2.3047 2.6432 -3.9347
H 1.2708 2.9898 2.7226
C 2.9757 0.6922 0.6907
H 1.9341 1.0509 -4.6371
H 1.0227 1.2491 2.7804
O -0.0541 -1.5082 -0.8944
N 1.9000 -0.2873 0.8701
C 1.5464 -3.3771 2.8065
C -1.0626 2.5660 1.8076
H 3.9374 0.2345 0.9226
C -2.4931 -1.3948 -3.6517
C 1.3028 2.0740 2.1266
H -3.6863 1.5718 -0.2352
H 0.6781 2.3084 -4.5751
C -1.1248 -2.5839 2.9258
H 0.9608 -5.0515 3.9901
H -3.3699 -0.8344 -3.9546
C -0.6933 -3.7368 3.5510
C -2.6269 1.7645 -0.0707
H -2.1568 -2.2644 2.9771
H 3.0766 2.8123 1.1190
C 1.1157 1.3932 -2.7524
H -2.3899 2.7145 -0.5573
H 1.4909 3.0719 -0.3698
C 1.1282 -2.2063 2.1385
H -1.4067 -4.3329 4.1051
H -3.3612 0.4066 -2.0375
H -0.8914 2.4333 2.8741
H -0.5981 -4.0250 -4.5455
H 3.1551 -1.5541 1.8568
C -2.3350 1.8259 1.4197
C 0.6443 -4.1480 3.4895
C -0.7015 -1.7593 -2.0430
C 1.5350 1.8813 -4.0549
C -0.9422 -3.1763 -3.9684
Re 0.0515 0.2074 0.0433
C -0.2238 -1.8216 2.1980
H 0.6817 4.2105 0.7198
O -0.6587 -0.6981 1.6059
C 2.1187 -1.3427 1.5925
C -2.0552 -2.4491 -4.4076
H -2.5697 -2.7285 -5.3155
C -1.8175 -1.0136 -2.4694
H -0.2346 3.4176 -0.5744
H -3.1537 2.3539 1.9110
C 0.5636 3.2852 0.1529
N 0.7909 0.9700 -1.7383
H 3.3405 1.8065 2.5103
C -2.3730 0.0705 -1.7224
C 2.7289 1.9046 1.6116
N -1.8406 0.6883 -0.7161
H 0.5641 -3.4201 -2.4502
C -0.2809 -2.8441 -2.8037
*
```

## Properties
HOMO energy (alpha / beta)   -13.79 / -14.10 eV
Total energy   -1340.5554 Ha
Largest force on an atom   1.08 eV/A
⟨S²⟩   3.769

natural (NBO) population analysis, charges in e, atoms 1 to 6:
1 H 0.20
2 H 0.23
3 N -0.47
4 H 0.22
5 H 0.25
6 H 0.29

Density functional theory data (ωB97M-V/def2-TZVPD) for a molecular structure, C23H28NO4SY.

Structure (ORCA input):
```
! wB97M-V def2-TZVPD RIJCOSX def2/J DEFGRID3
* xyz 0 1
H 1.4773 2.4395 0.0774
H -1.6311 -2.0293 -2.9986
N -1.4265 1.3470 -2.7773
O 0.2060 2.6967 4.2730
H -0.1744 -2.1910 -2.0175
C -0.2267 -2.5446 0.8515
C -0.0960 -2.4565 2.2690
H 2.3788 -0.9739 -4.6107
C 1.8979 0.2291 0.0797
H 2.1380 3.4490 -2.3352
H -3.3122 -1.6145 1.7899
C -0.2707 2.2626 -2.5256
H -1.3804 -3.4817 -2.0126
O -2.9408 1.5804 -0.9898
H 2.2752 -0.3426 3.3751
C -1.2512 -2.3932 -2.0361
O -1.0545 0.8893 3.1989
C -1.4903 -0.2172 -0.8273
H -0.1952 2.4578 -1.4392
C 2.2111 2.4653 -2.8101
H 2.4573 -1.7142 1.0337
H -2.0774 1.8079 -3.4095
C -2.2618 -1.8878 1.7135
H 0.5393 -2.8773 0.1547
S -0.7324 1.6158 4.5307
H -0.0781 -0.6412 5.0390
H -0.2055 0.4071 6.4816
C -2.0726 0.9573 -1.6047
C -1.9870 -1.6982 -0.8891
C 0.1444 0.3462 5.4489
H 4.4827 0.3132 -4.1667
C 3.5153 0.7048 -3.8478
C -1.3621 -2.0445 2.7960
C 2.1682 -0.6720 1.1497
H -0.3896 -0.2107 -1.0212
H -0.4763 3.2422 -2.9976
H 1.7229 2.2447 2.7566
C 3.4488 1.9483 -3.2031
H -3.9883 -0.9761 -0.4103
H -1.6076 -1.9317 3.8515
H -3.7840 -1.4804 -2.0903
O -1.9532 1.9473 5.2241
Y -0.3005 -0.0050 1.4336
H -1.8537 0.1484 0.1898
C 2.3436 -0.0186 -4.0911
C 1.0415 1.7163 -3.0210
C -1.5610 -2.1965 0.4922
H 1.2165 0.5433 5.3979
C 2.0774 0.0535 2.3776
H 4.3606 2.5237 -3.0104
H 1.9828 0.0042 -0.9831
H -3.9189 -2.7060 -0.8156
C 1.7698 1.4121 2.0558
H 0.1747 -0.0437 -3.8679
H 0.7846 -2.6903 2.8628
C 1.6486 1.5197 0.6392
C -3.5080 -1.7195 -1.0560
C 1.1045 0.4857 -3.6778
*
```

## Properties
HOMO energy   -8.49 eV
Total energy   -1685.5087 Ha
Largest force on an atom   2.48 eV/A

natural (NBO) population analysis, charges in e, atoms 1 to 6:
1 H 0.24
2 H 0.21
3 N -0.69
4 O -0.97
5 H 0.21
6 C -0.38

Density functional theory data (ωB97M-V/def2-TZVPD) for a molecular structure, C23H29BClF2I2N5OTc.

Structure (ORCA input):
```
! wB97M-V def2-TZVPD RIJCOSX def2/J DEFGRID3
* xyz 2 4
H -3.3422 -1.3235 -1.1128
H 0.1913 0.2826 3.3817
C -1.1259 3.1203 -4.3057
H 0.2338 0.3878 -2.8707
N -2.5915 -0.1966 0.5115
N -0.6498 -1.5496 -1.3545
H -2.8784 1.8716 0.3659
I 7.4676 -0.0725 1.3089
C 3.1094 -0.5930 1.2226
C -2.9266 -1.3222 1.4283
N 2.1389 -1.1143 2.0682
H 1.4298 1.2868 2.5807
H -2.4785 -4.5862 -1.9462
H 0.8882 2.6889 0.7703
H -2.3603 -1.2611 2.3508
O 1.4581 0.1022 -0.3875
N -0.4977 1.4174 1.7369
C 3.7129 -1.3647 3.8308
F 0.9378 -2.5679 0.5789
Cl -2.7573 4.9922 -3.2309
C 3.7607 0.2914 -0.8839
H -0.5450 -3.2541 -3.9567
C -0.7233 -2.4478 -2.0579
H -1.9761 0.7170 3.0496
C 2.4328 -1.4718 3.3155
C -0.3899 1.9557 -4.1914
C 4.4550 -0.5656 1.6666
H -2.9754 -3.5070 -3.2666
H -0.7857 2.9639 0.3077
Tc -0.4373 -0.1066 0.0837
H -2.1262 2.4228 2.6657
C 0.3939 1.2377 2.9070
H -2.2959 3.1915 -1.1591
H 3.9046 -1.6554 4.8535
H -4.4986 -0.1873 -0.4021
H -2.2354 -5.0659 -3.6257
H -0.2187 3.5174 1.8915
H -3.9080 1.0974 1.5652
C 5.4629 -0.1382 0.7686
H -2.6802 -2.2629 0.9406
H 0.2164 2.0414 3.6267
H 5.8745 0.5563 -1.1916
H -3.1781 0.4165 -1.4366
C -0.8169 -3.5967 -2.9580
F -0.1048 -1.9004 2.5369
C -1.9033 1.4413 2.2399
C 2.7350 -0.0726 -0.0443
H 1.6181 -1.8893 3.8924
C -3.4561 -0.3273 -0.6935
H 0.1689 1.5704 -5.0357
C -0.3632 1.2846 -2.9805
C -2.2221 -4.2222 -2.9403
B 0.7873 -1.6201 1.5359
N -1.0223 1.7061 -1.8907
C -2.8963 1.1167 1.1523
C -1.8102 3.5610 -3.1881
C -1.7340 2.8339 -2.0151
C 5.1115 0.2465 -0.4897
C -0.1359 2.7321 1.1372
H 5.7379 -0.9141 3.3585
H -0.0575 -4.3138 -2.6439
I 3.3284 0.9961 -2.7835
C 4.7177 -0.9519 2.9975
H -1.1726 3.6761 -5.2346
H -3.9965 -1.3010 1.6497
*
```

## Properties
HOMO energy (alpha / beta)   -13.16 / -13.29 eV
Total energy   -2603.4499 Ha
Largest force on an atom   1.46 eV/A
⟨S²⟩   3.780

natural (NBO) population analysis, charges in e, atoms 1 to 6:
1 H 0.22
2 H 0.22
3 C -0.16
4 H 0.21
5 N -0.45
6 N -0.46

Density functional theory data (ωB97M-V/def2-TZVPD) for 5 unconnected molecules or ions with the total composition C23H29BF32N2O7PS.

Structure (ORCA input):
```
! wB97M-V def2-TZVPD RIJCOSX def2/J DEFGRID3
* xyz 1 1
H -2.8430 0.2360 6.4403
H 1.1921 4.1784 1.7779
H -3.3089 0.1868 1.1971
C 1.9459 5.9327 2.6308
F -5.9076 -3.2311 2.0725
F 2.7372 6.3485 -0.6829
F -8.4072 1.6743 -0.1080
O 2.8350 -8.0838 -5.8426
C 3.6822 -3.2762 -4.4956
F -5.8633 2.3881 -0.8113
F 3.4528 4.4196 -1.3941
H -3.8291 0.5293 4.0264
N 3.4156 -6.5920 -3.7095
H -2.8432 1.7776 7.2882
F -3.6372 -1.8391 2.1510
C 3.4170 5.2550 -0.3134
C -5.6127 -2.3500 1.0914
S 5.5566 -6.9556 -5.7585
F 5.3979 6.3006 -1.0147
C 4.8853 5.5852 0.0086
N 2.6421 -4.0386 -3.7848
C -0.1846 0.4873 -4.1459
F -1.0333 -0.0992 0.9080
H 2.3850 0.5755 -1.0919
H 4.4558 -3.9149 -4.9324
F -7.6162 0.5732 1.6113
H 2.1124 2.3081 -0.9575
H 5.4549 4.6620 0.1315
H 1.1504 -3.3010 -5.0694
H 2.5941 -5.1979 -1.0724
C 0.9739 0.8518 5.4525
H 0.8788 7.7609 2.1350
H 2.0318 -5.5349 -6.2583
F -3.3245 2.1180 2.9268
H 4.1660 -2.5732 -3.8186
F -0.2573 -0.6136 -4.9395
F 0.9445 5.6268 3.5095
F -5.4122 -0.7057 2.7674
F 4.9624 6.3189 1.1317
C -3.0164 1.2498 3.9167
O 1.3693 1.5453 -2.6377
C 0.4452 1.2036 -0.3327
O 2.9967 -5.5824 -6.2151
H 2.4206 -7.4529 -2.0483
F 0.4860 1.5572 4.4147
H -4.0804 -0.4678 -0.2305
H -7.2568 2.5167 1.2977
H 1.8712 -8.0129 -5.8942
C -2.3950 1.2297 6.4611
F 0.4383 -0.3518 7.3482
C 1.6780 5.0730 1.3910
C -4.2713 -0.0952 0.7775
F 2.7953 7.8756 1.5738
O -1.0139 1.1880 6.7744
O -5.0070 1.1106 0.7528
B 3.0642 -5.1611 -3.0391
F 0.8013 1.8055 0.8420
F -3.9993 2.5955 5.4958
H 0.8491 -0.6998 0.6403
H 0.5697 -3.7298 -3.4783
F -6.2740 0.2578 -0.9026
F -0.3129 -0.9732 -0.9666
C 1.6546 1.3675 -1.2616
C -6.0924 1.2862 -0.0547
C -0.1665 0.2399 6.2890
O 3.3145 -5.2294 -1.7105
C 1.2149 0.5193 -3.5063
H 2.8863 -8.6155 -3.2961
C 0.0368 -0.2114 0.0969
P 3.7074 -6.8018 -5.5182
F 1.5008 -0.6846 -2.9596
C -4.7718 -1.2171 1.6940
H -0.3505 1.3826 -4.7460
H 1.5890 1.4982 6.0802
H 1.4965 -7.5314 -3.5683
C 1.8746 7.4561 2.4667
F 3.1171 5.5842 3.1974
C 2.4802 -7.6256 -3.1167
H 0.9700 5.5617 0.7210
F -1.1317 0.3832 -3.1982
H 4.3474 -6.8296 -3.3526
H -5.0493 -2.8672 0.3101
F 2.1387 8.0325 3.6566
C 1.2650 -4.0266 -4.2664
C -7.3699 1.5799 0.7496
F -0.6232 1.8521 -0.8302
C -2.7859 2.0316 5.2133
O 2.8058 4.5709 0.6921
F -0.8059 -0.7282 5.6079
F -6.7663 -1.8805 0.5841
F 1.7326 -0.1553 4.9568
H 3.2275 -2.7272 -5.3167
F 2.0888 0.6984 -4.5283
H 0.9119 -5.0078 -4.6292
F -1.8891 0.5996 3.5487
F -1.9050 3.0261 4.9976
*
```

## Properties
HOMO energy   -12.67 eV
Total energy   -5490.0370 Ha
Largest force on an atom   0.94 eV/A

Mulliken population analysis, charges in e, atoms 1 to 6:
1 H 0.38
2 H 0.20
3 H -0.15
4 C 0.94
5 F -0.27
6 F -0.29

Question: Which value of total energy does entry 3 give?
Answer: -2603.4499 Ha

Question: Which formula does entry 2 have?
Answer: C23H28NO4SY

Question: What is the total energy in the first record?
Answer: -1340.5554 Ha

Question: Among the records above, which one has the lowest total energy?
Answer: C23H29BF32N2O7PS